{
  "formula": "C9H9NO3S",
  "method": "the ωB97M-V functional and the def2-TZVPD basis",
  "e_lumo_ev": [-1.8, -1.7],
  "largest_force_ev_per_a": 4.42,
  "total_energy_ha": -1026.8881,
  "relative_energy_kj_mol": 271.3,
  "species": ["C", "C", "C", "C", "C", "C", "C", "C", "C", "N", "O", "O", "O", "S", "H", "H", "H", "H", "H", "H", "H", "H", "H"],
  "coordinates": [[-1.413, -1.320, -0.196], [-2.195, -0.327, -0.739], [1.585, 1.902, 0.354], [1.640, 0.543, 0.509], [-0.124, -1.135, 0.319], [2.865, -0.219, -0.429], [-1.761, 1.055, -0.738], [-0.695, 1.181, 0.394], [0.804, -2.276, 0.597], [0.261, 0.138, 0.486], [3.941, -0.210, 0.134], [2.264, -0.697, -1.397], [-2.692, 2.036, -0.473], [0.192, 2.806, 0.374], [-1.859, -2.383, -0.165], [-3.000, -0.504, -1.457], [2.463, 2.536, 0.176], [-1.345, 1.351, -1.728], [-1.267, 1.347, 1.345], [1.711, -1.934, 1.079], [0.987, -2.815, -0.337], [0.410, -3.017, 1.346], [-2.773, 1.942, 0.542]],
  "forces_ev_per_a": [[-4.1, -1.5, -0.7], [0.6, -2.0, -0.4], [3.3, -0.4, 0.6], [-0.8, 2.2, -1.1], [1.5, 1.7, 1.1], [-1.2, -1.1, 1.3], [3.0, 1.1, 0.1], [-1.7, 2.2, 0.0], [-0.4, -0.4, 0.7], [1.2, -2.6, -0.3], [-0.1, 0.2, -1.0], [0.9, 0.4, 0.2], [-1.2, 0.1, 2.9], [-1.8, -0.5, -0.6], [1.1, 1.7, -0.4], [-0.2, -0.6, 0.7], [0.0, -0.7, 0.2], [0.1, -0.4, 0.3], [0.2, -1.1, -0.4], [0.3, 0.2, -0.5], [0.3, 0.1, 0.2], [-0.4, 0.7, -0.8], [-0.7, 0.7, -2.2]],
  "lowdin_charge": [0.00, 0.03, -0.43, -0.09, -0.20, -0.66, -0.43, -0.43, 0.01, 0.00, 0.04, 0.00, -0.03, 1.04, 0.15, 0.13, 0.09, 0.18, 0.14, 0.08, 0.11, 0.11, 0.14]
}

{
  "formula": "C9H9NO5SeY",
  "method": "the ωB97M-V functional and the def2-TZVPD basis",
  "total_charge": 1,
  "e_lumo_ev": -5.0,
  "largest_force_ev_per_a": 1.60,
  "total_energy_ha": -3218.9229,
  "relative_energy_kj_mol": 92.0,
  "species": ["Y", "O", "C", "O", "C", "O", "C", "C", "O", "O", "H", "H", "H", "H", "H", "Se", "C", "C", "C", "N", "C", "C", "H", "H", "H", "H"],
  "coordinates": [[-1.297, 0.181, 0.862], [-0.691, -4.250, 0.973], [-0.221, -3.032, 0.821], [-0.867, -2.150, 0.274], [1.213, -2.934, 1.315], [1.637, -1.647, 1.656], [1.420, -1.216, 3.001], [0.122, -0.473, 2.866], [-0.943, -1.165, 2.720], [0.095, 0.761, 2.563], [-1.580, -4.311, 0.577], [1.358, -3.657, 2.117], [1.819, -3.247, 0.463], [1.328, -2.057, 3.688], [2.238, -0.564, 3.280], [0.795, 0.674, -0.650], [-0.045, 1.953, -1.797], [-0.870, 1.553, -2.840], [-1.438, 2.534, -3.645], [-1.242, 3.843, -3.477], [-0.435, 4.204, -2.474], [0.181, 3.309, -1.609], [-1.048, 0.505, -3.043], [-2.086, 2.250, -4.468], [-0.271, 5.270, -2.352], [0.827, 3.664, -0.817]],
  "forces_ev_per_a": [[1.3, -0.9, 0.2], [-0.1, 0.2, -0.2], [0.0, -0.4, 0.2], [-0.4, 0.8, 0.1], [-0.1, 0.1, 0.0], [0.2, 0.1, -0.1], [0.0, -0.1, 0.1], [-0.7, 0.3, 0.0], [0.1, 0.4, -0.2], [-0.2, -0.4, -0.1], [0.1, -0.1, 0.1], [0.0, 0.0, 0.1], [0.1, -0.1, 0.0], [0.0, 0.0, 0.0], [0.1, 0.1, 0.0], [0.2, -0.1, 0.0], [-0.3, 0.0, 0.1], [-0.1, 0.1, 0.0], [-0.1, 0.2, 0.0], [0.2, -0.3, 0.3], [-0.1, 0.0, -0.2], [-0.1, 0.1, -0.1], [0.0, 0.0, 0.0], [0.0, 0.0, 0.0], [0.0, 0.0, 0.0], [0.0, 0.0, 0.0]],
  "lowdin_charge": [1.58, 0.19, -0.45, -0.05, -0.08, -0.12, -0.06, -0.60, -0.09, -0.10, 0.16, 0.15, 0.17, 0.15, 0.15, 0.72, -0.69, -0.13, -0.14, 0.07, -0.13, -0.12, 0.09, 0.11, 0.11, 0.10]
}

{
  "formula": "C9H9NOS2",
  "method": "the ωB97M-V functional and the def2-TZVPD basis",
  "e_lumo_ev": 0.6,
  "largest_force_ev_per_a": 5.61,
  "total_energy_ha": -1274.6269,
  "relative_energy_kj_mol": 144.9,
  "species": ["C", "C", "C", "C", "C", "C", "C", "C", "C", "N", "O", "S", "S", "H", "H", "H", "H", "H", "H", "H", "H", "H"],
  "coordinates": [[-2.647, -1.580, -0.919], [-1.711, -0.686, -1.371], [2.711, -0.811, 1.501], [-2.838, -1.554, 0.398], [3.450, -0.968, 0.387], [-1.138, 0.039, -0.343], [1.379, 0.285, 0.187], [-0.349, 2.321, 0.640], [-0.193, 1.174, -0.477], [1.624, -0.091, 1.373], [0.175, 1.536, -1.760], [-1.799, -0.356, 1.195], [2.643, -0.255, -0.927], [-3.298, -2.283, -1.491], [-1.526, -0.541, -2.485], [3.006, -1.104, 2.504], [-3.448, -2.119, 1.176], [4.407, -1.545, 0.203], [0.294, 3.066, 0.327], [-0.177, 1.856, 1.592], [-1.421, 2.682, 0.374], [0.856, 0.932, -2.087]],
  "forces_ev_per_a": [[-2.6, -2.6, -0.5], [1.7, 1.7, -1.8], [2.4, -0.9, 1.5], [-0.1, 0.3, 4.4], [1.8, -1.5, -0.9], [-0.6, 0.7, -1.1], [-1.7, 1.4, -2.3], [-3.3, -2.1, -3.9], [4.2, -1.9, 3.2], [-3.0, 1.4, 0.6], [-0.6, 0.6, 0.2], [-0.6, -1.0, -1.3], [-0.6, 0.5, -0.1], [0.9, 0.8, 0.0], [0.0, 0.0, 1.8], [0.1, -0.3, -0.2], [0.6, 0.5, -1.8], [-1.4, 0.9, 0.5], [1.6, 1.6, 0.0], [-0.1, 0.2, 0.5], [1.6, -0.4, 1.3], [-0.3, 0.1, 0.0]],
  "lowdin_charge": [-0.24, -0.13, -0.29, -0.38, -0.43, -0.52, -0.43, -0.01, -0.42, 0.00, -0.01, 1.04, 1.00, 0.13, 0.14, 0.11, 0.09, 0.09, 0.05, 0.05, 0.12, 0.05]
}

{
  "formula": "C9H9NP",
  "method": "the ωB97M-V functional and the def2-TZVPD basis",
  "total_charge": 1,
  "e_lumo_ev": [-4.9, -4.9],
  "largest_force_ev_per_a": 4.58,
  "total_energy_ha": -744.0528,
  "relative_energy_kj_mol": 31.6,
  "species": ["C", "C", "C", "C", "C", "C", "C", "C", "C", "N", "P", "H", "H", "H", "H", "H", "H", "H", "H", "H"],
  "coordinates": [[-3.203, 0.728, -0.079], [-2.756, -0.471, -0.497], [-2.265, 1.758, 0.284], [-1.365, -0.714, -0.589], [-0.902, 1.557, 0.301], [-0.551, 0.312, -0.186], [2.132, -2.253, 0.179], [3.352, 1.518, 0.376], [1.239, 0.024, -0.189], [1.680, -1.087, 0.106], [1.971, 1.639, -0.643], [-4.226, 1.119, -0.107], [-3.541, -1.113, -1.030], [-2.711, 2.721, 0.280], [-0.899, -1.606, -1.050], [-0.181, 2.353, 0.332], [2.666, -2.658, 1.029], [2.213, -2.671, -0.741], [3.978, 2.336, 0.654], [3.690, 0.566, 0.883]],
  "forces_ev_per_a": [[0.9, 3.2, 1.1], [-0.9, -2.1, -2.2], [-1.1, -1.0, -0.7], [-0.1, -0.2, -0.1], [-1.0, -0.4, -1.2], [4.3, -1.5, 0.8], [0.6, 1.9, 1.5], [-1.2, -1.7, -0.4], [-4.4, 1.1, -0.3], [0.2, -0.1, 0.5], [2.6, 0.0, 1.3], [0.2, -0.9, -0.1], [1.5, 0.4, 1.1], [0.0, 1.0, 0.8], [-0.7, 0.5, 0.5], [-0.1, 0.3, 0.6], [-0.6, 0.0, 0.4], [0.2, -2.0, -2.6], [0.3, 0.7, -0.3], [-0.7, 1.1, -0.5]],
  "lowdin_charge": [-0.06, -0.07, -0.04, -0.05, -0.10, -0.16, 0.16, -0.23, -0.32, 0.06, 1.01, 0.12, 0.15, 0.10, 0.12, 0.05, 0.13, 0.08, 0.00, 0.03]
}

{
  "formula": "C9H9NS",
  "method": "the ωB97M-V functional and the def2-TZVPD basis",
  "e_lumo_ev": 0.0,
  "largest_force_ev_per_a": 4.15,
  "smiles": "C=CC(=C)c1nccs1.C#C",
  "total_energy_ha": -801.1246,
  "relative_energy_kj_mol": 409.8,
  "species": ["C", "C", "C", "C", "C", "N", "C", "C", "S", "H", "H", "H", "H", "H", "H", "H", "C", "C", "H", "H"],
  "coordinates": [[1.474, 1.644, 1.227], [0.232, 1.172, 1.103], [-0.258, 0.227, 0.177], [0.595, -0.358, -0.720], [-1.720, -0.042, 0.050], [-2.259, -1.216, -0.147], [-3.621, -1.159, -0.185], [-4.173, 0.053, 0.006], [-2.932, 1.228, 0.287], [1.725, 2.338, 2.007], [2.212, 1.219, 0.469], [-0.689, 1.514, 1.666], [0.136, -0.924, -1.456], [1.664, -0.114, -0.623], [-4.061, -2.005, -0.624], [-5.204, 0.259, 0.286], [3.951, -2.256, -0.417], [2.805, -2.508, -0.162], [4.898, -2.134, -0.793], [1.764, -2.640, 0.011]],
  "forces_ev_per_a": [[-0.1, -1.2, -1.3], [-1.6, 1.9, 2.1], [0.9, -2.1, -3.4], [-0.7, 2.0, 2.5], [-0.5, 0.0, 0.8], [1.1, 0.7, -0.3], [1.0, 0.4, -0.8], [-0.3, 0.7, 1.2], [0.2, -0.9, -0.1], [0.3, 0.2, -0.1], [-0.6, 1.1, 1.6], [1.8, 0.3, 0.3], [-0.1, -1.3, -1.5], [-0.7, -0.7, -0.6], [-1.1, -1.1, 0.3], [0.2, 0.1, -0.7], [-2.1, -0.6, 0.3], [0.5, 0.3, -0.1], [1.6, 0.3, -0.3], [0.0, -0.1, 0.2]],
  "lowdin_charge": [0.04, -0.19, -0.32, 0.08, -0.53, 0.04, -0.26, -0.40, 1.02, 0.05, 0.08, 0.09, 0.05, 0.05, 0.09, 0.07, 0.01, -0.01, -0.01, 0.02]
}

{
  "formula": "C9H9O2S",
  "method": "the ωB97M-V functional and the def2-TZVPD basis",
  "total_charge": -1,
  "e_lumo_ev": 3.1,
  "largest_force_ev_per_a": 3.41,
  "total_energy_ha": -896.8824,
  "relative_energy_kj_mol": 326.7,
  "species": ["C", "C", "C", "C", "C", "C", "C", "C", "C", "O", "O", "S", "H", "H", "H", "H", "H", "H", "H", "H", "H"],
  "coordinates": [[-2.378, 0.485, 1.032], [-2.234, 1.785, 0.468], [-1.595, -0.545, 0.559], [-1.522, 1.923, -0.751], [-0.772, -0.328, -0.565], [-0.797, 0.883, -1.307], [0.215, -1.264, -1.169], [1.348, -1.552, -0.228], [1.900, -0.341, 0.507], [3.625, 1.769, 0.253], [3.112, -0.614, 1.168], [3.456, 0.415, -0.125], [-2.821, 0.079, 1.965], [-2.796, 2.679, 0.859], [-1.886, -1.394, 1.144], [-1.564, 2.923, -1.165], [-0.137, -2.230, -1.527], [0.486, -0.745, -2.054], [1.068, -2.274, 0.548], [2.280, -1.906, -0.643], [1.014, 0.253, 1.032]],
  "forces_ev_per_a": [[0.7, 1.1, 0.7], [-1.2, -0.2, 0.1], [0.1, 0.6, -1.3], [-1.0, -0.1, 2.1], [-1.1, 0.3, -0.5], [0.4, 0.0, -0.2], [0.0, -1.3, 0.4], [1.3, 0.7, 1.0], [-2.1, 0.8, -0.1], [0.6, 2.5, 0.8], [0.5, 0.2, 0.7], [-2.2, -2.6, -0.2], [-0.6, 1.7, -0.4], [0.6, -1.0, -0.2], [1.0, -1.5, -0.3], [0.1, 0.1, -0.4], [-0.6, -0.3, 0.2], [0.8, 0.4, -0.7], [-0.1, 0.0, 0.0], [0.0, -0.9, -0.9], [2.6, -0.5, -0.9]],
  "lowdin_charge": [-0.17, -0.14, -0.12, -0.21, -0.34, -0.11, -0.22, -0.21, -0.44, -0.49, -0.33, 0.97, 0.08, 0.08, 0.07, 0.05, 0.10, 0.06, 0.12, 0.09, 0.18]
}